A 12-piece molecular cluster, C27H40Cl33NO4 overall at a distorted geometry. Source: OMol25; level of theory: ωB97M-V/def2-TZVPD.

Molar mass (g/mol): 1612.57
HOMO-LUMO gap (eV): 9.52

Structure (XYZ):
```
105
Properties=species:S:1:pos:R:3:forces:R:3:lowdin_charge:R:1
Cl 7.09259 4.50351 4.53289 0.2040 0.1200 0.2280 0.51
Cl -0.16701 -2.95203 -6.30313 -0.0116 0.0205 -0.0172 0.52
Cl 0.98032 1.39860 7.22182 0.0505 -0.0128 0.0061 0.53
Cl 2.08739 3.33430 3.61725 -0.0770 0.1161 -0.0319 0.52
Cl 11.78624 7.93567 4.19388 0.1421 0.1585 0.0655 0.50
Cl -10.71238 0.40130 3.52167 0.0632 -0.1771 0.2146 0.49
Cl -12.30221 3.98897 2.20142 -0.0147 -0.0465 -0.0220 0.52
Cl -0.11559 4.64805 -5.08597 0.0576 -0.0069 0.0165 0.53
Cl -10.26993 0.56704 6.38918 0.0432 -0.0214 -0.0283 0.53
Cl 4.82437 3.01996 2.72377 -0.2042 -0.1606 -0.1658 0.49
Cl 3.49037 5.58181 2.42815 0.0306 -0.0142 0.0444 0.54
Cl 3.68240 2.41461 6.88449 0.0430 -0.0303 0.0397 0.52
Cl 14.60782 7.95754 4.88189 -0.0414 0.0254 0.0283 0.53
Cl 0.90633 2.21498 -3.87138 -0.2212 0.1704 -0.4438 0.59
Cl -7.65868 -0.10463 1.42562 -0.0621 0.0186 -0.0424 0.52
Cl -5.00879 0.59020 0.42813 -0.9226 -0.3825 -0.2208 0.65
Cl 9.80240 5.50504 4.21559 -0.1563 -0.2376 -0.0020 0.50
Cl -2.96893 -3.72511 -6.11843 0.3814 0.1822 0.0784 0.46
Cl -6.28353 -5.63031 -10.47011 0.0420 -0.0230 0.0009 0.52
Cl -6.55229 -3.48981 -2.59425 -0.1858 -0.1078 -0.4506 0.50
Cl 2.68870 0.31048 5.14271 0.0266 -0.1466 0.0829 0.51
Cl -10.42854 2.24723 0.83251 -0.0198 0.1173 -0.2410 0.48
Cl 12.81036 6.11111 6.21668 -0.0011 0.0595 0.0149 0.52
Cl -6.26103 -2.58410 -5.33033 -0.1061 -0.0110 0.0973 0.52
Cl -2.09862 -1.15099 -5.08880 -0.0194 -0.0018 0.0516 0.52
Cl -5.47247 -5.28576 -4.59075 -0.3433 -0.0913 0.1941 0.50
Cl -5.52116 -4.99207 -7.73939 0.0191 -0.1404 -0.3070 0.47
Cl -4.75364 -3.22548 -9.91063 0.0290 -0.0435 0.0154 0.53
Cl 8.80906 3.41406 2.46151 -0.0049 -0.0282 0.0456 0.53
Cl -6.12564 -2.07447 -0.04513 -0.0087 0.1747 0.4471 0.53
Cl 1.12580 4.74424 -2.46142 0.0525 -0.0073 -0.0110 0.53
Cl -11.78114 4.36238 -0.63193 -0.0337 -0.0408 0.0090 0.52
Cl -9.10932 2.55567 4.61973 0.0249 -0.0518 -0.0242 0.52
O 1.58927 -1.89270 -0.19351 -0.1166 -0.1740 0.3108 0.14
O -0.97150 -3.24143 -2.73474 0.6158 -0.2189 0.8687 0.06
O 5.18306 -1.69866 -1.17115 -0.2900 0.0179 0.2963 -0.13
O -1.03836 -3.57636 -0.56451 -1.2663 -0.1055 -0.4573 0.01
N 2.04335 0.13623 0.88988 -1.3128 0.6615 0.7837 0.07
C -2.05211 0.55782 0.25846 1.1811 0.4325 0.5081 -0.26
C 4.54999 -0.57714 -0.59581 0.2664 0.8038 -1.1029 -0.17
C -5.05030 -4.89931 -9.43813 -0.1055 0.0996 0.0058 -1.54
C -9.57741 0.86297 4.79238 -0.1015 0.0832 0.0348 -1.55
C 3.64504 4.13183 3.42390 -0.0367 -0.0517 -0.1130 -1.56
C -11.91456 3.18589 0.67826 0.0980 0.0840 0.0325 -1.55
C 1.71937 1.35496 0.12547 1.2975 0.6954 -0.6240 -0.30
C 7.21118 -3.01732 0.61482 -0.8012 -0.0663 0.7542 -0.10
C 1.12889 3.95670 -4.04357 -0.1121 -0.0356 0.0236 -1.53
C -1.97888 -3.36981 0.49421 -0.2364 0.2168 1.4247 -0.16
C 3.15575 -0.26576 -1.22137 -1.4413 -0.1157 1.8200 -0.14
C 4.89584 -2.91208 -0.49506 0.3096 -0.7873 0.6428 -0.22
C 0.22498 1.52624 -0.21812 0.3625 -0.6103 0.5319 -0.16
C 2.63617 0.99215 6.76716 -0.0653 0.0583 -0.1406 -1.54
C -2.53819 -1.92306 0.59696 0.5249 -0.0566 0.1964 -0.17
C 8.75265 4.09280 4.09082 0.0064 0.1163 -0.0882 -1.53
C 12.96925 7.71029 5.48774 0.0556 -0.0641 -0.0685 -1.54
C -6.48145 -0.35577 0.13379 0.0534 0.3486 0.0857 -1.47
C 2.17206 -0.85516 -0.15331 1.2180 0.4763 -0.6702 -0.41
C 2.68544 1.21023 -1.12890 -1.4721 0.2426 -1.4482 -0.11
C 5.67745 -3.08172 0.82544 0.2103 -0.3420 -0.3663 -0.23
C -0.74787 1.11563 0.90903 -0.4088 -0.3862 -0.2383 -0.19
C -1.63974 -2.84075 -5.32995 0.0522 -0.3224 -0.0108 -1.53
C -6.61804 -3.96619 -4.29563 0.2449 0.0231 0.0154 -1.50
C -1.59591 -3.66396 -1.79098 0.3489 0.3407 -0.6291 -0.48
C -1.80336 -0.88606 -0.26226 -0.5652 0.4435 0.1193 -0.18
C -2.93870 -4.31394 -2.03748 -0.2606 0.0126 0.7248 0.02
H 7.57145 -3.98908 0.26076 0.0176 0.3220 -0.2850 0.07
H -0.96079 1.95763 1.58296 0.0199 -0.0741 -0.2539 0.11
H -2.14867 -0.93478 -1.30492 0.2616 -0.2275 0.1673 0.12
H -8.68851 0.25320 4.69051 -0.0203 0.0099 0.0031 0.00
H -12.72159 2.50515 0.43995 0.0150 0.0187 0.0014 0.01
H -4.13003 -5.45518 -9.56439 -0.0173 0.0143 0.0097 0.02
H -3.60661 -1.91567 0.40200 0.0541 0.0209 -0.1923 0.02
H -0.72912 -1.09516 -0.22309 -0.2036 -0.0143 -0.2293 0.09
H -0.34033 0.31540 1.54121 0.1743 0.2229 -0.1919 0.10
H -1.43507 -3.58205 1.42149 0.1430 -0.0362 -0.3900 0.13
H -6.91711 -0.00972 -0.79552 -0.0186 -0.0269 0.0269 0.02
H 0.05676 2.59053 -0.42348 0.0188 -0.2921 -0.4131 0.10
H 5.43776 -4.08597 1.20829 -0.1277 0.2685 -0.0361 0.11
H -7.61739 -4.31451 -4.52337 0.0375 -0.0398 0.0199 0.02
H 2.09239 4.13050 -4.50507 -0.0189 0.0001 0.0156 0.01
H 2.02125 2.29898 0.59797 0.0758 -0.6384 0.7165 0.12
H 5.21342 -3.72788 -1.15807 -0.1069 0.2940 -0.0529 0.13
H 3.82659 -3.05514 -0.28872 0.0948 0.2414 -0.2636 0.11
H -2.43696 -1.60225 1.64646 0.0048 -0.1898 -0.1942 0.12
H 7.44954 -2.20151 -0.07155 0.2483 -0.2042 0.1242 0.07
H -3.71167 -3.95924 -1.34802 0.1412 -0.1384 -0.1081 0.06
H -2.28315 1.22761 -0.58082 -0.3693 -0.1315 0.2545 0.10
H 3.00480 0.24720 7.46024 0.0046 0.0373 0.0006 0.01
H 7.67074 -2.86570 1.60075 0.1597 0.1735 -0.3667 0.07
H 2.96300 -0.73999 -2.18623 0.4911 0.1050 0.0919 0.16
H 3.45853 1.97728 -1.25468 0.0749 -0.2354 0.5343 0.11
H 3.99771 4.42878 4.40449 -0.0003 -0.0220 -0.0167 -0.02
H 4.47727 -0.67341 0.49591 0.0511 -0.0001 -0.1526 0.11
H 9.10999 3.34148 4.78325 -0.0263 0.0076 -0.0151 0.01
H -0.00073 0.92151 -1.10979 -0.0399 0.2573 0.0747 0.11
H 5.33316 -2.38194 1.60024 0.1513 0.0084 -0.2601 0.10
H 1.97955 1.41237 -1.95497 0.8755 -0.3175 0.1299 0.00
H -3.28324 -4.09163 -3.04473 0.2460 -0.0439 -0.0039 0.04
H 2.89323 0.39311 1.37959 0.1854 -0.7159 0.0218 0.10
H 5.19378 0.29057 -0.80982 -0.0200 -0.2495 0.1360 0.13
H -2.81844 -4.07731 0.48210 0.3742 -0.0403 -0.2670 0.11
H -2.83932 0.60409 1.02469 0.4462 -0.1206 -0.4315 0.01
H -1.42220 -3.27810 -4.32977 -0.3339 0.3971 -1.0738 -0.04
H -2.83288 -5.39850 -1.91013 -0.0866 0.1740 -0.0035 0.11
H 12.77628 8.45072 6.25315 -0.0064 -0.0139 -0.0214 0.01
```
Positions in Å, forces in eV/Å.



A 3-piece molecular cluster, C19H33Br4N2P overall at a distorted geometry. Source: OMol25; level of theory: ωB97M-V/def2-TZVPD.

Molar mass (g/mol): 640.08
HOMO-LUMO gap (eV): 8.25

Structure (XYZ):
```
59
Properties=species:S:1:pos:R:3:forces:R:3:nbo_charge:R:1
Br -4.41896 2.49722 -4.61622 -0.1602 0.1439 -0.0531 0.00
Br 5.58228 -0.72348 -1.96131 0.1309 -0.1062 0.0253 -0.01
Br -3.16523 5.74822 -3.40341 0.0568 -0.0932 -0.0787 -0.02
Br 4.66941 -2.96936 0.82717 0.0164 -0.0688 -0.0266 -0.01
P 0.20605 -0.83524 2.77094 0.1604 1.8218 0.0064 0.75
N -2.06392 -2.34195 -1.90339 4.1209 3.4438 4.2223 -0.33
N -2.46231 -3.42590 1.37503 4.6189 3.7093 0.1215 -0.32
C 0.85805 -0.41384 -0.92448 1.6514 -1.3728 -0.5404 -0.47
C -1.35900 -1.71810 -1.13426 -2.6213 -1.3832 -2.4889 0.27
C -0.48503 1.82698 0.63232 -0.2087 0.1042 0.1974 -0.65
C 4.60697 -3.27742 -1.09790 0.0680 -0.2104 0.1272 -0.44
C -1.98983 1.37024 -2.21361 -1.3288 0.3648 -0.4185 -0.65
C 2.92626 0.78577 0.13919 -1.0316 -2.4743 -0.0222 -0.40
C 1.95376 -3.03757 3.72128 0.8583 0.0586 0.3749 -0.63
C -0.17797 -1.76790 1.16385 -1.8999 -2.1562 -0.2577 -0.58
C -4.88661 4.30265 -5.18066 -0.0355 -0.2536 -0.2089 -0.45
C -1.38237 0.58863 4.66218 0.3239 -0.6021 -1.1955 -0.61
C -3.67357 5.19966 -5.20410 -0.0346 0.2751 0.0850 -0.45
C -2.54167 0.90028 -0.77050 -0.1561 0.9293 0.3274 -0.42
C -0.50948 -0.77852 -0.10774 -0.1350 -0.9714 -1.0346 -0.05
C 2.17645 -0.43233 -0.01116 0.9088 3.1295 0.1196 -0.23
C -1.39330 0.50761 0.29591 -0.5633 0.8214 0.6948 -0.23
C -1.27440 -0.88641 3.95611 -1.1375 -0.0333 0.7846 -0.71
C -1.50817 -2.69015 1.34251 -1.8122 -2.0999 -0.2249 0.26
C 5.79310 -2.65303 -1.79241 -0.0455 0.1652 -0.2499 -0.45
C 1.80868 -1.43558 3.59027 0.0454 -1.3946 0.5080 -0.70
H -1.50757 1.32867 3.77811 0.1974 -1.0556 1.6335 0.22
H -2.30749 0.63464 5.33453 1.5242 -0.0376 -0.7929 0.22
H -5.29929 4.18857 -6.18483 0.0899 0.0754 0.0936 0.23
H 3.08958 -3.26394 3.83050 -1.9691 0.1277 -0.1054 0.21
H 6.73660 -2.82592 -1.27402 -0.2154 -0.0156 -0.0090 0.23
H -2.79784 4.72952 -5.65241 -0.2011 -0.0115 0.0831 0.23
H -2.27358 0.57613 -3.00951 0.9383 1.2663 1.2938 0.23
H -2.29456 -1.02334 3.41457 1.9904 -0.0131 0.5380 0.25
H 1.41139 -3.43862 4.66551 0.8497 0.7089 -1.7090 0.22
H 3.64852 -2.89393 -1.45012 0.2005 0.0315 0.0062 0.23
H 1.83156 -0.99501 4.66349 -0.1231 -0.4839 -1.8846 0.25
H 0.99529 -1.23983 -1.72355 -0.4594 1.3271 1.0769 0.23
H 0.67484 -2.51147 0.91941 -1.4795 1.2291 0.2227 0.28
H -3.08048 1.82811 -0.31878 0.9786 -1.5854 -0.5549 0.21
H 0.45932 1.55797 1.22429 -1.4671 0.3177 -1.0570 0.25
H 1.57537 -3.60212 2.79696 0.5285 0.8864 1.3581 0.21
H 2.70221 -0.99245 3.00138 -1.6272 -0.6738 0.8866 0.24
H -0.20650 2.40879 -0.31476 -0.3323 -0.9369 1.3032 0.21
H 4.62324 -4.36287 -1.21144 0.0333 0.1309 -0.0088 0.23
H -2.57673 2.33097 -2.52933 1.1697 -1.7641 0.6220 0.23
H 0.81794 0.59818 -1.45306 -0.1695 -1.5270 0.8873 0.24
H 5.87421 -3.02004 -2.81724 -0.0657 -0.0203 0.1427 0.23
H 3.32364 1.03302 1.18804 0.4541 -0.7475 -2.0163 0.21
H -0.88380 1.66254 -2.23563 -1.5895 -0.7252 0.0262 0.20
H 3.18244 1.48132 -0.75267 -1.4447 -0.7069 1.8701 0.21
H -1.07993 2.56978 1.30086 0.7610 -1.4124 -1.1830 0.22
H -3.37814 0.09929 -0.85895 1.7331 1.1571 0.0695 0.24
H -1.21027 -1.74186 4.71684 -0.0669 1.2673 -0.9418 0.23
H -5.67066 4.65358 -4.50914 0.2029 0.0133 -0.0758 0.23
H 2.57506 -1.36288 0.55298 -1.5238 1.8026 -0.3933 0.22
H -1.95482 0.28721 1.29137 0.9730 0.0140 -1.6740 0.22
H -3.89256 6.12923 -5.73264 -0.0311 -0.1301 0.0450 0.23
H -0.39620 0.83626 5.19358 -1.6492 -0.2555 -0.5471 0.21
```
Positions in Å, forces in eV/Å.



C7H13NO as an isolated structure at a distorted geometry. Source: OMol25; level of theory: ωB97M-V/def2-TZVPD.

Energy relative to the best compared isomer or geometry (same formula, charge and spin) (eV): 6.222
Molar mass (g/mol): 127.19
HOMO-LUMO gap (alpha / beta) (eV): 6.99 / 6.91

Structure (XYZ):
```
22
Properties=species:S:1:pos:R:3:forces:R:3:nbo_charge:R:1
O 1.20422 0.77310 -1.60481 -0.5756 -0.3922 0.4492 -0.69
N 1.69639 -1.98877 -0.52760 0.5587 -1.7206 -0.5812 -0.83
C -0.85287 0.22986 -0.30486 -1.9164 -1.0156 -1.2311 0.05
C 0.59882 0.37285 -0.39719 2.4623 -1.9429 2.6838 0.09
C -1.73725 0.73060 -1.41586 -0.1739 0.3643 -0.1315 -0.66
C 0.79497 1.59499 1.92286 -0.0164 0.1054 0.6762 -0.53
C 1.61285 -0.95495 0.39039 -2.0716 2.4145 -1.6838 -0.19
C 0.53074 1.28804 0.67713 0.6776 2.1043 -0.4093 0.11
C -1.57891 -0.52292 0.76968 0.1489 0.2035 0.2849 -0.65
H -1.27047 0.74024 -2.40330 0.2039 0.1856 0.0936 0.20
H 2.14447 -1.74458 -1.40174 -0.1515 0.0198 0.1293 0.37
H 2.54796 -0.43820 0.57778 0.0876 -0.0758 0.0073 0.20
H 0.81966 -2.47366 -0.67691 0.1941 0.1090 -0.0858 0.36
H 0.55548 2.56433 2.34972 -0.3597 0.0045 -0.0778 0.21
H -0.93742 -0.88179 1.57535 0.0344 0.0013 -0.1528 0.22
H -2.31706 0.13391 1.25494 0.0708 -0.1013 -0.1607 0.22
H -2.64496 0.13599 -1.56825 0.1278 -0.1335 0.3968 0.22
H 1.10556 -1.24484 1.30431 0.0842 0.0407 0.0315 0.19
H -2.08638 1.75338 -1.21105 0.0819 -0.0730 -0.1147 0.23
H 1.25854 0.93136 2.65647 0.2808 -0.1767 -0.2665 0.19
H -2.13731 -1.36849 0.35495 0.0441 -0.0198 -0.0276 0.21
H 0.69296 0.36953 -2.32201 0.2082 0.0984 0.1701 0.47
```
Positions in Å, forces in eV/Å.